This record from the Open Molecules 2025 dataset describes C51H66AsN17O2PS2Ti as an isolated structure. The level of theory is the ωB97M-V functional and the def2-TZVPD basis.

Calculated values
- Lowest unoccupied orbital energy (alpha / beta): 1.8576 / 0.8347 eV
- HOMO level (alpha / beta): -4.4 / -4.3 eV
- ΔE to the lowest compared entry with this formula, charge and spin: 80.6 kcal/mol
- Net charge: -1
- <S²>: 2.11
- F_max: 2.545 eV Å⁻¹
- Spin multiplicity: 3

Element x y z (Å)
O1 0.140 -0.469 3.535
C1 5.274 -3.965 0.901
C2 3.542 -2.453 1.697
H1 -2.255 -3.437 4.978
H2 0.611 -4.350 0.991
C3 -4.974 -1.981 0.896
N1 -1.003 -0.863 -4.349
H3 1.784 -1.451 2.475
C4 -3.082 -3.224 0.106
H4 6.001 -1.422 -2.018
H5 -5.704 -5.291 0.719
C5 0.140 -2.436 0.688
C6 0.381 -0.805 -3.876
C7 -2.236 2.428 -2.850
C8 1.346 2.781 0.387
H6 1.465 1.912 3.636
C9 -1.168 -0.536 -5.754
C10 -3.645 -2.018 0.490
H7 6.177 -5.563 2.042
H8 7.574 4.935 0.455
H9 1.009 4.747 -0.368
N2 -1.742 -1.918 2.626
C11 5.155 -1.011 -1.471
C12 3.961 2.198 -1.949
H10 6.978 -5.222 0.499
C13 -3.993 4.768 0.129
H11 -5.608 8.138 -0.902
As1 2.788 0.039 0.132
C14 4.561 0.725 2.951
N3 -0.743 -4.042 2.390
H12 -0.169 -3.270 -4.988
N4 1.095 3.305 -3.305
H13 4.031 -4.318 2.610
C15 -5.155 7.196 -0.613
H14 -0.802 0.479 -5.935
C16 4.217 1.425 0.485
H15 -3.845 -2.261 -5.673
H16 -2.072 -3.221 -0.280
H17 -5.417 -1.025 1.144
H18 7.239 4.797 2.188
H19 -6.738 -3.120 1.329
N5 -0.587 0.312 -0.505
C17 -5.134 -4.372 0.638
H20 1.941 -3.126 2.968
H21 -5.368 -1.786 -4.907
H22 2.987 -1.901 3.687
N6 0.054 -3.593 1.348
C18 -4.039 7.175 0.211
H23 0.998 4.298 3.897
H24 -5.509 3.833 -1.051
C19 0.928 4.696 1.787
C20 6.780 4.845 1.200
C21 4.525 2.322 -0.547
H25 -4.395 -0.564 -5.731
H26 1.032 -1.471 -4.459
H27 1.959 -0.392 5.138
C22 1.316 2.521 2.758
C23 6.011 -5.278 1.002
N7 -2.692 -1.160 3.379
C24 1.087 4.134 0.524
C25 -4.339 -1.470 -5.114
H28 3.505 0.477 3.049
H29 -3.647 0.038 -2.173
C26 -0.768 -3.854 -4.287
H30 4.772 2.143 -2.680
H31 5.407 0.003 -1.170
S1 -1.867 1.684 1.897
C27 -5.685 5.988 -1.063
H32 -3.363 -5.329 -0.112
N8 -1.015 0.814 5.024
C28 4.826 -1.881 -0.273
H33 3.334 1.321 -2.072
C29 1.076 3.879 2.901
H34 -5.226 -0.220 -2.907
H35 -3.509 -3.714 3.756
C30 -0.776 1.099 -1.324
H36 -2.695 -1.472 4.337
H37 -3.620 -1.331 3.009
N9 -3.382 3.573 0.548
C31 3.824 -1.554 0.660
H38 -3.185 -5.108 -4.052
H39 -0.926 1.494 5.757
H40 -2.216 -0.574 -6.043
C32 4.273 -3.632 1.799
H41 -0.250 -3.879 -3.318
P1 -2.110 -1.743 -3.506
H42 3.352 3.067 -2.202
N10 -2.830 -0.819 0.529
H43 -2.570 -4.514 -2.488
N11 -3.239 2.764 -3.317
C33 0.184 2.746 -2.859
C34 5.375 3.398 -0.306
H44 -0.838 -4.873 -4.671
H45 6.060 2.882 2.944
H46 -2.582 5.956 1.226
C35 -0.954 2.072 -2.321
H47 6.178 5.756 1.153
C36 -3.822 -4.393 0.181
C37 5.630 2.726 1.957
H48 -2.228 -4.920 4.009
N12 1.117 0.008 5.515
H49 4.303 -0.956 -2.156
H50 0.762 0.214 -3.977
C38 -3.114 1.420 0.702
N13 -3.802 2.406 0.162
H51 1.226 0.697 6.239
C39 0.081 0.116 4.611
H52 -1.695 1.002 4.295
N14 -2.127 -3.288 -4.190
S2 1.180 -2.501 -0.663
C40 -3.010 -4.213 -3.448
C41 -4.162 -0.066 -3.123
C42 5.543 -3.066 -0.124
C43 -3.460 5.969 0.582
Ti1 -0.897 -0.634 1.278
O2 -1.794 -1.719 -2.060
C44 -5.713 -3.157 0.981
C45 4.796 1.629 1.760
C46 5.922 3.632 0.942
H53 1.458 2.361 -0.603
H54 0.428 -1.098 -2.827
N15 -3.642 -1.220 -3.860
H55 -4.055 0.865 -3.688
H56 5.591 4.082 -1.126
H57 -6.557 5.991 -1.708
H58 0.700 5.749 1.896
H59 6.323 -3.300 -0.846
C47 -2.451 -3.857 3.987
C48 -5.116 4.778 -0.699
C49 -1.593 -3.223 2.931
H60 5.436 -6.076 0.525
H61 -0.602 -1.221 -6.401
H62 -3.968 -3.735 -3.240
H63 4.894 1.216 3.868
C50 1.402 1.925 1.496
H64 5.113 -0.210 2.840
N16 1.547 0.517 1.406
H65 -2.551 3.596 1.132
N17 -3.556 0.184 0.295
H66 -3.613 8.103 0.572
C51 2.495 -2.211 2.756

Here are the Mulliken charges for atoms 1 to 2, given in e:
1. O -0.049
2. C 0.729